Entry from OMol25: a single C4H7OP molecule in a non-equilibrium geometry (wB97M-V/def2-TZVPD).

## Properties
2S+1: 3
Kohn-Sham gap (spin up / spin down) (eV): 6.725 / 7.442
LUMO (spin up / spin down) (Ha): 0.039 / -0.056
Largest force on an atom (eV/Å): 3.99
Highest occupied orbital energy (spin up / spin down) (eV): -5.660 / -8.974
Total energy (eV): -15591.748
<S²>: 2.008

```
13
C4H7OP | OMol25 | wB97M-V/def2-TZVPD
C 0.253 0.262 1.113
C 0.960 -0.274 -1.212
C -1.640 -0.687 0.302
C 0.737 0.828 -0.268
O -0.464 -0.951 0.980
P -0.728 0.791 -1.489
H 1.294 0.156 1.578
H -0.274 1.099 1.524
H 1.749 -0.170 -1.915
H 0.789 -1.271 -0.866
H -2.091 -1.558 -0.111
H -2.100 0.215 0.625
H 1.515 1.560 -0.260
```


Entry from OMol25: 2 unconnected molecules or ions with the total composition C8H10S2 in a non-equilibrium geometry (wB97M-V/def2-TZVPD).

## Properties
2S+1: 1
Kohn-Sham gap (spin up / spin down) (eV): 7.809 / 4.645
LUMO (spin up / spin down) (Ha): -0.040 / -0.091
Largest force on an atom (eV/Å): 3.94
Highest occupied orbital energy (spin up / spin down) (eV): -8.904 / -7.118
Total energy (eV): -30124.002

```
20
C8H10S2 | OMol25 | wB97M-V/def2-TZVPD
C -0.290 -0.031 -1.930
C -0.697 1.121 -1.211
C 0.132 -1.211 -1.293
C -0.532 1.163 0.133
C -0.363 1.031 3.236
C 0.159 0.218 2.317
C 0.399 -1.104 0.235
C 0.046 0.197 0.873
S -0.416 -2.666 1.151
S 2.304 0.189 -3.968
H -0.383 -0.180 -2.941
H -1.220 1.923 -1.786
H 0.488 -2.154 -1.810
H -0.849 1.995 0.679
H -0.283 1.077 4.315
H -0.881 1.967 2.906
H 0.653 -0.675 2.527
H 1.441 -1.466 0.495
H -1.724 -2.338 1.044
H 2.017 0.943 -4.972
```


Entry from OMol25: a gas-phase ion, C7H14N3 (charge +1) in a non-equilibrium geometry (wB97M-V/def2-TZVPD).

## Properties
2S+1: 1
Kohn-Sham gap (eV): 8.867
LUMO (Ha): -0.152
Charge: +1
Largest force on an atom (eV/Å): 4.78
Highest occupied orbital energy (eV): -13.009
Total energy (eV): -11945.110
SMILES: CN(C)/N=C\C=C=[N+](C)C

```
24
C7H14N3 | OMol25 | wB97M-V/def2-TZVPD
C 2.022 -1.379 0.906
N 1.612 -0.326 -0.035
C 1.306 -0.823 -1.385
N 2.576 0.662 0.014
C 2.115 1.866 0.154
C 0.727 2.030 0.429
C -0.073 1.046 0.449
N -1.246 0.624 0.262
C -1.898 -0.520 0.941
C -2.302 1.333 -0.557
H 1.171 -2.020 0.907
H 2.870 -1.941 0.715
H 2.043 -0.917 2.019
H 1.037 0.051 -2.002
H 2.248 -1.310 -1.808
H 0.422 -1.625 -1.307
H 2.877 2.620 0.378
H 0.347 3.006 0.745
H -2.356 -0.323 1.987
H -2.685 -0.752 0.164
H -1.135 -1.457 0.909
H -2.843 1.829 0.237
H -1.757 2.224 -1.191
H -2.991 0.770 -1.189
```


Entry from OMol25: a molecular structure, C8H15ClI2MoN2OP in a non-equilibrium geometry (wB97M-V/def2-TZVPD).

## Properties
2S+1: 3
Kohn-Sham gap (spin up / spin down) (eV): 4.512 / 4.793
LUMO (spin up / spin down) (Ha): -0.548 / -0.559
Charge: +3
Largest force on an atom (eV/Å): 4.47
Highest occupied orbital energy (spin up / spin down) (eV): -19.426 / -20.017
Total energy (eV): -53404.751
<S²>: 2.424

```
31
C8H15ClI2MoN2OP | OMol25 | wB97M-V/def2-TZVPD
I 0.911 2.475 0.667
I -1.029 -1.594 -1.666
Mo 0.010 -0.197 0.547
P -2.164 0.861 0.491
C -2.595 1.930 -0.946
C -3.524 -0.344 0.566
H -2.124 1.370 2.833
H -3.518 2.140 2.008
H -1.868 2.841 1.849
C -2.445 1.916 1.942
H -3.308 -1.063 1.362
H -4.454 0.193 0.791
H -3.622 2.311 -0.808
H -2.545 1.350 -1.879
H -3.613 -0.871 -0.390
H -1.896 2.777 -1.006
C 0.427 0.799 -1.535
O 0.441 1.417 -2.518
Cl -0.522 -1.118 2.682
C 2.523 -1.538 -2.204
C 2.800 -1.398 -0.763
N 2.024 -0.939 0.230
C 2.775 -0.957 1.403
C 4.005 -1.475 1.105
N 4.002 -1.745 -0.264
H 3.253 -0.955 -2.788
H 2.618 -2.595 -2.490
H 1.521 -1.201 -2.448
H 2.328 -0.592 2.322
H 4.839 -1.667 1.742
H 4.749 -2.130 -0.836
```


Entry from OMol25: a molecular structure, C2H3O2P in a non-equilibrium geometry (wB97M-V/def2-TZVPD).

## Properties
2S+1: 1
Kohn-Sham gap (eV): 8.582
LUMO (Ha): 0.002
Largest force on an atom (eV/Å): 4.92
Highest occupied orbital energy (eV): -8.523
Total energy (eV): -15503.101

```
8
C2H3O2P | OMol25 | wB97M-V/def2-TZVPD
C -0.955 0.216 -0.435
C 1.134 1.032 -0.115
O 0.031 1.126 -0.859
O 1.258 0.225 0.802
P -0.966 -0.219 1.243
H -1.505 -0.356 -1.112
H 1.966 1.642 -0.641
H -0.183 0.617 1.888
```


Entry from OMol25: a molecular structure, C48H45N6O4RbSi in a non-equilibrium geometry (wB97M-V/def2-TZVPD).

## Properties
2S+1: 1
Kohn-Sham gap (eV): 4.604
LUMO (Ha): 0.138
Charge: -2
Largest force on an atom (eV/Å): 1.20
Highest occupied orbital energy (eV): -0.861
Total energy (eV): -76171.563

```
105
C48H45N6O4RbSi | OMol25 | wB97M-V/def2-TZVPD
Rb -1.037 -0.787 -0.693
O 1.195 -5.712 -1.335
C 1.041 -4.500 -1.153
N 0.651 -3.556 -2.001
C 0.884 -3.450 -3.307
O 1.848 -3.866 -3.956
C -0.176 -2.638 -4.037
C -0.196 -2.666 -5.430
C -1.152 -1.926 -6.100
C -2.054 -1.171 -5.362
C -1.964 -1.211 -3.979
N -1.055 -1.932 -3.332
C 1.227 -3.961 0.254
C 2.415 -4.226 0.932
C 2.586 -3.717 2.206
C 1.546 -3.005 2.789
C 0.391 -2.815 2.046
N 0.237 -3.260 0.803
H 0.547 -3.261 -5.943
H -1.194 -1.928 -7.183
H -2.806 -0.563 -5.849
H -2.646 -0.642 -3.354
H 3.186 -4.808 0.448
H 3.517 -3.872 2.738
H 1.624 -2.598 3.789
H -0.461 -2.287 2.468
C -2.383 -4.099 -0.662
O -2.808 -2.908 -0.022
C -3.604 -3.028 1.066
C -3.961 -4.248 1.626
C -4.786 -4.303 2.745
C -5.266 -3.133 3.310
C -4.922 -1.912 2.755
C -4.089 -1.824 1.635
N -3.689 -0.638 1.018
N -4.276 0.397 1.466
C -4.034 1.603 0.901
C -3.332 1.798 -0.356
O -2.886 0.875 -1.062
C -3.191 3.176 -0.809
C -3.714 4.224 -0.144
C -4.460 4.046 1.064
C -5.023 5.141 1.739
C -5.743 4.974 2.898
C -5.914 3.680 3.412
C -5.366 2.595 2.772
C -4.623 2.735 1.579
H -3.237 -4.661 -1.059
H -1.808 -4.738 0.010
H -1.727 -3.797 -1.474
H -3.594 -5.172 1.203
H -5.046 -5.267 3.164
H -5.906 -3.173 4.184
H -5.290 -0.987 3.176
H -2.619 3.313 -1.720
H -3.575 5.236 -0.513
H -4.878 6.133 1.324
H -6.172 5.827 3.409
H -6.481 3.542 4.325
H -5.497 1.600 3.171
C 1.375 1.028 -2.411
Si 2.712 1.521 -1.337
C 1.999 2.403 0.209
N 1.107 1.511 0.954
C -0.014 2.186 1.596
C 0.384 2.939 2.870
C 1.106 1.983 3.848
C 1.236 0.572 3.265
C 1.847 0.627 1.866
C 3.802 0.056 -0.803
C 3.516 -1.232 -1.254
C 4.336 -2.308 -0.934
C 5.456 -2.112 -0.136
C 5.754 -0.837 0.331
C 4.937 0.232 -0.009
C 4.061 2.728 -2.011
C 4.973 2.252 -2.961
C 5.853 3.095 -3.620
C 5.851 4.459 -3.345
C 4.964 4.958 -2.404
C 4.084 4.102 -1.752
H 1.642 0.466 -3.311
H 0.609 1.779 -2.621
H 1.405 3.240 -0.175
H 2.775 2.838 0.869
H -0.787 1.450 1.842
H -0.464 2.870 0.874
H -0.508 3.372 3.330
H 1.043 3.765 2.594
H 0.577 1.941 4.803
H 2.113 2.357 4.054
H 0.258 0.083 3.230
H 1.878 -0.034 3.909
H 1.918 -0.381 1.443
H 2.882 0.984 1.970
H 2.631 -1.396 -1.863
H 4.096 -3.296 -1.310
H 6.098 -2.948 0.119
H 6.633 -0.677 0.948
H 5.192 1.228 0.345
H 4.984 1.189 -3.185
H 6.541 2.695 -4.357
H 6.538 5.123 -3.859
H 4.957 6.020 -2.179
H 3.394 4.513 -1.020
```